No. 1
{
  "formula": "C3H10N2O",
  "method": "wB97M-V/def2-TZVPD",
  "e_lumo_ev": [-3.02, -7.96],
  "fmax_ev_per_a": 2.309,
  "relative_energy_kj_mol": 162.14,
  "energy_ha": -304.7235,
  "total_charge": 1,
  "spin_multiplicity": 2,
  "symbols": ["C", "N", "C", "O", "C", "N", "H", "H", "H", "H", "H", "H", "H", "H", "H", "H"],
  "coordinates": [[0.5102, 1.0552, -0.1149], [0.6460, -0.0118, 0.8530], [-0.4700, -0.6053, 1.4269], [-0.1815, -1.4350, 2.5321], [0.3925, 0.4283, -1.5038], [-0.8138, -0.3710, -1.5733], [1.3405, 1.7477, -0.0171], [-0.4281, 1.5529, 0.1321], [1.4868, -0.5748, 0.7197], [-1.2536, 0.1080, 1.6674], [-0.9127, -1.3010, 0.6684], [0.5339, -1.0336, 3.0408], [0.4732, 1.1953, -2.2694], [1.2511, -0.2422, -1.6169], [-0.9460, -0.7386, -2.5128], [-1.6285, 0.2258, -1.4322]],
  "lowdin_spin": [0.058, 0.559, 0.116, 0.041, 0.059, 0.026, 0.017, 0.000, 0.012, 0.022, 0.071, 0.002, 0.014, 0.001, 0.003, -0.001]
}

---

No. 2
{
  "formula": "C3H10N2O",
  "method": "wB97M-V/def2-TZVPD",
  "e_lumo_ev": [-3.84, -8.92],
  "fmax_ev_per_a": 7.077,
  "relative_energy_kj_mol": 328.17,
  "energy_ha": -304.6603,
  "total_charge": 1,
  "spin_multiplicity": 2,
  "symbols": ["C", "C", "N", "H", "H", "H", "H", "H", "H", "H", "C", "N", "O", "H", "H", "H"],
  "coordinates": [[-1.0447, 1.7188, 0.0673], [-1.4119, 0.3302, -0.4204], [-1.2629, 0.2566, -1.8660], [-1.7767, 2.3985, 0.5289], [-0.2598, 1.6525, 0.8772], [-0.5046, 2.4273, -0.6539], [-0.7247, -0.3768, 0.1447], [-2.6075, 0.4117, -0.3175], [-1.0572, -0.8057, -2.1125], [-1.8547, 0.4066, -2.6148], [1.9164, -1.9401, 1.5073], [2.1835, -0.8490, 0.6637], [1.2161, -2.8716, 1.1359], [2.4687, -1.8657, 2.5272], [1.8899, -0.7750, -0.2991], [2.8302, -0.1183, 0.8319]],
  "lowdin_spin": [0.057, 0.132, 0.687, -0.001, 0.010, 0.001, -0.001, 0.083, 0.006, 0.024, 0.000, 0.000, 0.000, 0.000, 0.000, 0.000]
}

---

No. 3
{
  "formula": "C3H10N2O2",
  "method": "wB97M-V/def2-TZVPD",
  "e_lumo_ev": 0.81,
  "fmax_ev_per_a": 0.969,
  "relative_energy_kj_mol": 0.00,
  "energy_ha": -380.3367,
  "total_charge": 0,
  "symbols": ["N", "C", "O", "O", "H", "H", "C", "C", "N", "H", "H", "H", "H", "H", "H", "H", "H"],
  "coordinates": [[2.6529, 0.7984, -1.9810], [1.3885, 0.8226, -1.4300], [0.9033, -0.3466, -1.1362], [0.7811, 1.8888, -1.3240], [3.1173, 1.6797, -2.0112], [3.2034, -0.0302, -1.8471], [-0.9282, -1.4698, 1.5939], [-1.1905, -0.0022, 1.3272], [-1.2839, 0.2551, -0.1162], [-0.8270, -1.6594, 2.6566], [-1.7497, -2.0777, 1.2040], [-0.0180, -1.7922, 1.0964], [-2.0975, 0.3241, 1.8382], [-0.3782, 0.6286, 1.6866], [-0.2025, -0.1263, -0.7076], [-1.2517, 1.2523, -0.3146], [-2.1191, -0.1452, -0.5349]],
  "lowdin_charge": [0.147, -0.740, -0.019, -0.008, 0.088, 0.090, -0.087, -0.265, 0.046, 0.073, 0.077, 0.072, 0.109, 0.122, 0.052, 0.112, 0.131]
}